This record from the Open Molecules 2025 dataset describes a structure of composition C3H11N2OPS. The level of theory is ωB97M-V with the def2-TZVPD basis set.

```
19
Properties=species:S:1:pos:R:3:forces:R:3:lowdin_charge:R:1
N 1.672 1.083 0.963 -0.4662 1.0425 0.1631 -0.0831
S 0.198 0.406 -1.683 0.1181 -0.1761 0.8018 0.6226
H 1.589 -1.664 0.207 1.8524 -0.1160 -3.2001 0.0153
H 1.588 2.124 0.926 1.0381 -1.2021 0.1338 0.0828
H -1.827 1.372 -2.578 0.8122 0.2340 -0.6282 0.0469
H -2.023 -0.494 0.697 -0.9025 0.3401 0.4678 0.0646
P 0.166 0.636 0.471 -0.5444 1.9000 0.7453 0.2367
N -0.093 -0.860 1.044 1.8580 -1.6125 0.0151 -0.3381
H -1.637 -2.200 1.080 -0.1978 0.5263 -0.4570 0.1036
C -0.841 1.763 -2.267 0.5470 -1.3762 -1.9297 -0.4447
O -0.793 1.627 1.051 0.4598 -0.5313 -1.4819 -0.3357
H -1.069 2.374 -1.486 -0.3345 1.9163 2.3989 -0.0297
H 1.765 -1.612 1.848 -0.5246 -0.1539 0.3025 0.0838
C -1.341 -1.293 0.510 -1.3745 -1.6902 1.1729 -0.1915
H 2.495 0.626 0.608 0.2332 0.4452 -0.2489 0.0483
C 1.059 -1.847 1.045 -1.9239 0.9085 2.3138 -0.0595
H -0.183 2.302 -2.983 -1.1704 -0.3303 0.0719 0.0402
H 0.725 -2.886 1.094 -0.1305 0.3453 0.0314 0.0936
H -1.449 -1.457 -0.548 0.6504 -0.4695 -0.6726 0.0440
```
Positions in Å, forces in eV/Å.

HOMO, eV: -9.0718
Electronic energy, eV: -28442.15783
HOMO-LUMO gap, eV: 9.741
Relative energy (zero: lowest compared OMol25 entry of this formula, charge and spin), kcal per mole: 0.4
E_LUMO, Ha: 0.02461

This record from the Open Molecules 2025 dataset describes a cluster of 13 separate species, H26O13 in total. The level of theory is ωB97M-V with the def2-TZVPD basis set.

```
39
Properties=species:S:1:pos:R:3:forces:R:3:lowdin_charge:R:1
O -1.995 2.351 -1.176 -0.4720 -0.1460 -0.0645 -0.0609
H 0.519 -1.382 2.538 1.4271 -0.7872 0.4984 -0.0182
O -2.580 0.274 0.314 0.1683 -0.7398 0.3992 -0.0256
H 0.674 2.147 -0.458 -0.0964 -0.5092 0.0609 -0.0486
H -0.193 -1.230 -2.761 0.4296 -0.6745 -1.0627 0.0664
H 3.177 1.001 -2.225 0.1118 0.0922 0.0516 0.0380
H 2.118 2.867 1.606 2.3743 1.9264 -1.0887 0.0290
O -0.353 -1.061 2.419 -2.3479 0.5299 -0.4071 -0.0213
H 2.001 1.338 3.111 -0.3502 0.6568 -0.5408 -0.0335
H 1.152 1.865 1.301 -0.9934 -0.8734 -0.8119 -0.0099
O 2.376 -1.996 2.184 0.4064 1.1838 0.0226 -0.0246
O 0.572 3.043 -0.746 0.5911 1.2480 -0.5266 -0.0622
H 2.570 -2.565 2.916 0.0674 -0.6576 0.4699 0.0656
O 1.400 2.454 1.991 -1.4285 -0.4509 1.8713 0.0111
O 0.300 0.510 0.239 1.3159 -0.1314 0.7750 -0.0542
H -3.430 0.188 -0.110 -0.7794 0.0283 0.2535 0.0880
O -1.752 1.173 -3.626 -0.0012 -1.2425 0.2133 -0.0415
O 2.345 1.188 -2.666 0.2657 -0.1497 -0.3365 -0.0379
H -0.303 0.287 -0.446 -0.7640 -0.2400 -0.8996 -0.0185
H 1.788 -2.405 1.556 -0.3487 -0.5086 -0.3049 -0.0177
H 2.108 -0.179 3.083 0.1989 -1.4123 -1.3127 -0.0619
H -2.638 0.942 -3.898 -0.6859 0.5773 -0.5643 0.0534
H -2.173 1.508 -0.733 0.2978 0.7800 0.3479 -0.0217
O 0.722 -2.810 0.133 0.8560 1.1577 -1.3520 -0.0456
H 1.297 -3.571 0.136 0.1281 -0.7830 -0.1632 0.0740
H 0.124 -0.106 0.966 -0.2654 -0.0048 0.2908 0.0161
H -0.966 -1.800 2.255 0.6493 0.1973 0.1273 0.0642
H -1.527 -1.235 -1.948 0.8972 -0.3113 0.0762 0.0801
H 1.110 -2.238 -0.594 -0.8033 -0.6451 1.2256 0.1093
H -1.076 -2.554 0.115 0.6673 0.2125 -0.0110 -0.0257
H -1.554 0.342 -3.142 0.7332 0.8256 -0.2100 0.0068
O 2.130 0.557 3.644 0.3976 0.4152 2.3295 -0.0464
H -2.244 -1.516 0.078 0.1205 1.7985 0.2979 -0.0533
O -2.014 -2.417 0.022 -0.8853 -2.2876 -0.3391 -0.0359
H -2.669 0.080 1.261 -0.1006 0.3620 -0.2048 0.1054
H 1.721 0.597 -2.247 -0.3281 0.0150 0.2922 -0.0084
H -1.739 2.067 -2.060 -0.1165 0.2820 -0.5803 -0.0021
O -0.641 -0.824 -2.041 -1.2663 0.3408 0.8647 -0.0313
H -0.357 3.111 -0.993 -0.0705 -0.0745 0.3125 -0.0007
```
Positions in Å, forces in eV/Å.

HOMO, eV: -9.5424
Electronic energy, eV: -27039.36454
HOMO-LUMO gap, eV: 8.782
Relative energy (zero: lowest compared OMol25 entry of this formula, charge and spin), kcal per mole: 59.6
E_LUMO, Ha: -0.02796